Run 1
{"formula": "C3H5NS", "method": "ωB97M-V/def2-TZVPD", "symbols": ["C", "C", "C", "N", "S", "H", "H", "H", "H", "H"], "coordinates": [[-2.254, -0.010, -0.474], [-1.116, 0.019, 0.143], [0.116, 0.437, 0.361], [1.201, -0.397, 0.169], [2.804, 0.022, -0.184], [-3.146, -0.555, -0.232], [-2.241, 0.650, -1.386], [0.277, 1.482, 0.828], [0.899, -1.280, -0.299], [3.459, -0.367, 1.073]], "multiplicity": 1, "homo_lumo_gap_ev": 8.975, "homo_energy_ev": -8.2}



Run 2
{"formula": "C3H5NS", "method": "ωB97M-V/def2-TZVPD", "symbols": ["C", "N", "C", "C", "S", "H", "H", "H", "H", "H"], "coordinates": [[1.746, -0.137, 0.017], [0.444, 0.429, 0.028], [-0.611, -0.191, -0.115], [-1.918, 0.517, 0.046], [-3.344, -0.261, 0.020], [2.309, 0.721, -0.277], [1.813, -0.869, -0.654], [1.961, -0.350, 1.059], [-0.635, -1.388, -0.323], [-1.764, 1.530, 0.200]], "multiplicity": 1, "homo_lumo_gap_ev": 8.194, "homo_energy_ev": -9.0}



Run 3
{"formula": "C3H5NS", "method": "ωB97M-V/def2-TZVPD", "symbols": ["C", "C", "C", "H", "H", "H", "H", "H", "N", "S"], "coordinates": [[0.131, 0.301, 0.107], [-0.940, -0.779, 0.056], [-2.287, -0.473, -0.092], [0.536, 2.600, -0.176], [-1.373, 2.085, 0.927], [-0.334, -1.772, -0.297], [-3.177, -1.153, -0.064], [-2.699, 0.493, 0.143], [0.061, 1.701, -0.182], [1.575, -0.528, 0.020]], "multiplicity": 1, "homo_lumo_gap_ev": 6.866, "homo_energy_ev": -8.5}



Unit: kcal/mol. Relative energies: run 1 22.3; run 2 0.0; run 3 105.6.



Run 1
{"formula": "C2HO2S2", "method": "ωB97M-V/def2-TZVPD", "symbols": ["C", "C", "O", "O", "S", "S", "H"], "coordinates": [[0.373, -0.818, -0.201], [-1.915, 1.051, -0.029], [-1.282, 2.011, -0.076], [-0.044, -1.778, 0.309], [-2.946, -0.099, -0.065], [2.672, -0.764, -0.114], [3.143, 0.396, 0.175]], "multiplicity": 1, "total_charge": -1, "homo_lumo_gap_ev": 5.485, "homo_energy_ev": -2.6}



Run 2
{"formula": "C2HO2S2", "method": "ωB97M-V/def2-TZVPD", "symbols": ["O", "C", "O", "C", "S", "S", "H"], "coordinates": [[-0.132, 3.147, -1.332], [0.018, 2.995, -0.128], [-0.157, 3.539, 0.935], [0.497, 1.372, -0.157], [2.043, 0.926, -0.441], [-0.900, 0.260, -0.308], [-0.644, -0.475, -1.424]], "multiplicity": 1, "total_charge": -1, "homo_lumo_gap_ev": 7.103, "homo_energy_ev": -3.8}



Unit: kcal/mol. Relative energies: run 1 8.2; run 2 0.0.



Run 1
{"formula": "C3H7N3O2", "method": "ωB97M-V/def2-TZVPD", "symbols": ["N", "C", "C", "O", "N", "C", "N", "O", "H", "H", "H", "H", "H", "H", "H"], "coordinates": [[-0.730, 0.696, 2.370], [-0.169, 0.548, 1.046], [-0.503, -0.798, 0.409], [-1.025, -1.665, 1.068], [-0.364, -0.970, -0.971], [0.740, -0.554, -1.747], [1.113, 0.748, -1.600], [1.315, -1.328, -2.471], [-1.727, 0.531, 2.349], [-0.309, 0.016, 2.986], [-0.662, 1.266, 0.386], [0.883, 0.832, 1.077], [-0.815, -1.811, -1.296], [0.423, 1.455, -1.360], [1.830, 1.033, -2.246]], "multiplicity": 1, "homo_lumo_gap_ev": 10.415, "homo_energy_ev": -9.8}



Run 2
{"formula": "C3H7N3O2", "method": "ωB97M-V/def2-TZVPD", "symbols": ["C", "N", "O", "O", "H", "H", "H", "C", "C", "N", "N", "H", "H", "H", "H"], "coordinates": [[-0.091, -0.878, 0.617], [0.602, -2.031, 0.463], [0.105, -0.189, 1.756], [-1.287, -0.812, 0.067], [1.054, -0.034, 1.884], [0.465, -2.538, -0.397], [1.466, -2.172, 0.962], [-1.233, 0.515, -0.639], [0.684, 0.535, -0.774], [-1.717, 1.512, 0.018], [1.342, 1.556, -0.410], [-1.845, 2.317, -0.591], [0.806, 2.043, 0.328], [-1.442, 0.249, -1.684], [1.091, -0.072, -1.600]], "multiplicity": 1, "homo_lumo_gap_ev": [7.539, 7.541], "homo_energy_ev": [-7.6, -7.6]}



Run 3
{"formula": "C3H7N3O2", "method": "ωB97M-V/def2-TZVPD", "symbols": ["C", "C", "N", "N", "C", "O", "O", "N", "H", "H", "H", "H", "H", "H", "H"], "coordinates": [[-0.520, -0.908, -0.155], [0.797, -0.686, 0.074], [-2.161, 0.654, 0.524], [1.563, 1.563, -0.546], [0.734, 0.770, 0.207], [-1.307, -2.019, -0.144], [1.883, -1.470, -0.293], [-1.043, 0.354, -0.292], [-0.764, -2.774, 0.112], [2.570, -1.376, 0.376], [-2.532, -0.168, 0.993], [-2.883, 1.060, -0.058], [1.762, 1.234, -1.480], [1.435, 2.561, -0.481], [0.466, 1.206, 1.164]], "multiplicity": 1, "homo_lumo_gap_ev": 8.207, "homo_energy_ev": -7.5}



Unit: kcal/mol. Relative energies: run 1 0.0; run 2 116.9; run 3 91.0.